The following is a quantum chemistry calculation of C15H23F3NNiO2P as an isolated structure in a non-equilibrium geometry, from the OMol25 dataset.

Output
Energy relative to the best compared isomer or geometry (same formula, charge and spin): 0.0000 eV
Largest force on an atom: 3.01 eV/A
Molar mass: 396.0 g mol⁻¹
<S²>: 2.012

```
! wB97M-V def2-TZVPD RIJCOSX def2/J DEFGRID3
* xyz 0 3
C 4.06 -0.83 2.78
C 3.16 0.21 3.05
C 2.08 0.48 2.17
C 1.93 -0.32 1.05
C 2.85 -1.35 0.77
C 3.89 -1.63 1.66
C 1.04 1.48 2.63
C 0.70 2.71 1.77
N 0.91 2.57 0.36
Ni 0.24 -0.45 0.02
C 2.63 -2.20 -0.45
P 1.62 -1.10 -1.56
H 3.26 0.79 3.96
H 4.53 -2.48 1.46
H 4.89 -1.03 3.47
H 2.02 -3.09 -0.23
H 3.57 -2.54 -0.93
H 0.09 0.93 2.74
H 1.34 1.87 3.61
H -0.39 2.86 1.89
C 0.81 -2.19 -2.77
C 2.93 -0.26 -2.53
H 1.23 3.61 2.19
C 2.22 2.82 -0.14
C -0.12 3.09 -0.51
H -1.10 -1.04 -0.80
H 2.54 3.89 -0.09
H 2.95 2.21 0.38
H 2.23 2.53 -1.20
H -0.15 4.20 -0.56
H 0.08 2.69 -1.51
H -1.07 2.70 -0.17
H 3.50 -1.00 -3.13
H 2.45 0.46 -3.22
H 3.62 0.27 -1.85
H 1.51 -2.91 -3.23
H -0.01 -2.72 -2.25
H 0.39 -1.54 -3.56
H -0.89 -0.37 -1.18
F -4.91 0.14 2.45
C -3.72 0.79 2.49
F -3.97 2.13 2.36
F -3.18 0.61 3.74
C -2.70 0.29 1.38
O -3.14 -0.69 0.74
O -1.60 0.91 1.28
*
```

The following is a quantum chemistry calculation of one molecule with the formula C5H8N2 in a non-equilibrium geometry, from the OMol25 dataset.

Output
Energy relative to the best compared isomer or geometry (same formula, charge and spin): 4.3863 eV
Largest force on an atom: 7.38 eV/A
Molar mass: 96.1 g mol⁻¹

```
! wB97M-V def2-TZVPD RIJCOSX def2/J DEFGRID3
* xyz 0 1
H -0.72 -2.49 -3.08
N -0.84 -1.79 -2.33
C 0.11 -1.64 -1.54
C -0.13 -0.33 -0.20
C -1.46 0.29 -0.28
N 0.89 -0.50 0.43
C 0.75 0.74 1.70
C 1.62 1.73 1.76
H 1.11 -2.10 -1.59
H -2.03 0.09 0.63
H -1.99 -0.14 -1.14
H -1.36 1.37 -0.41
H 0.01 0.51 2.47
H 2.31 1.92 0.94
H 1.73 2.35 2.64
*
```

no.,E_tot (eV)
1,-79994.9796
2,-8290.6101